The following is a DFT calculation (wB97M-V/def2-TZVPD) of C4H8N2S2 in the gas phase at a distorted geometry.

Each atom is followed by the atoms it is bonded to, with distances in Å.
Cartesian coordinates (Å):
1 H -2.173 1.247 1.051  C9 1.104
2 H -1.941 -1.848 -0.933  C5 1.080
3 H 3.303 -0.287 -0.150  C14 1.090
4 H 0.284 2.099 -0.980  S12 1.342
5 C -2.206 -0.943 -0.406  H2 1.080, S11 1.624, C15 1.459
6 N 0.089 -0.742 -0.329  C15 1.296, N16 1.326
7 H 2.531 -1.673 0.674  C14 1.114
8 H -0.456 1.194 1.557  C9 1.105
9 C -1.136 1.140 0.688  H1 1.104, H8 1.105, S12 1.825, C15 1.490
10 H 2.415 -1.505 -1.061  C14 1.052
11 S -3.758 -0.552 -0.135  C5 1.624
12 S -0.847 2.558 -0.423  H4 1.342, C9 1.825
13 H 1.250 0.571 0.686  N16 1.035
14 C 2.438 -0.950 -0.167  H3 1.090, H7 1.114, H10 1.052, N16 1.456
15 C -1.031 -0.178 0.001  C5 1.459, N6 1.296, C9 1.490
16 N 1.238 -0.131 -0.074  N6 1.326, H13 1.035, C14 1.456

Values from the calculation:
- energy above the lowest of the compared OMol25 structures with the same formula, charge and spin (kcal/mol) = 36.4
- lowest unoccupied orbital energy (eV) = -0.548
- structure (SMILES) = CN/N=C(/C=S)CS
- HOMO-LUMO gap (eV) = 8.106
- E_HOMO (eV) = -8.65
- charge = 0
- M (g/mol) = 148.3
- energy (Ha) = -1063.0377

Here are the Löwdin charges for atoms 1 to 5, given in e: 0.038 0.050 0.082 -0.159 -0.613